Below is one molecule with the formula C5H11NO in a non-equilibrium geometry, with properties calculated with ωB97M-V/def2-TZVPD.

The value obtained for the energy relative to the best compared isomer or geometry (same formula, charge and spin) is 73.4 kcal per mole. Its structure (SMILES) is [H]/N=C/OC(C)(C)C. The value obtained for the energy is -8898.51373 eV. The HOMO-LUMO gap is 10.7 eV. The value obtained for the LUMO energy is 0.802 eV. The value obtained for the HOMO energy is -9.86 eV.

Structure (XYZ):
```
18
Properties=species:S:1:pos:R:3:forces:R:3:lowdin_charge:R:1
H -4.05613 -0.17705 0.13022 0.210 0.269 -0.414 0.0721
N -3.17076 -0.66116 0.18943 -1.118 -1.743 1.545 0.1405
C -2.13705 -0.09572 -0.07691 4.133 -1.816 -0.786 -0.1426
O -0.73648 -0.90158 0.04395 -7.437 0.197 -0.447 -0.0653
C 0.37033 -0.17255 0.02781 3.650 1.135 0.867 -0.7521
C 0.50846 0.76086 1.26702 -2.785 -1.568 0.613 0.0058
C 1.45551 -1.21000 0.02395 1.857 -4.100 0.249 -0.0702
C 0.66468 0.65953 -1.18045 0.210 -1.373 -1.822 -0.0575
H -2.03477 0.79633 -0.63003 0.717 1.349 -0.218 0.1109
H 1.18062 0.45597 2.06466 -0.086 -0.121 -0.077 0.0853
H 0.68468 1.71916 0.93663 1.123 2.254 -0.544 0.0371
H -0.56314 0.87587 1.64513 1.391 -0.415 0.127 0.1020
H 1.62018 -1.91052 -0.89299 -1.087 1.553 0.988 0.1181
H 1.43774 -2.00965 0.85198 -0.626 1.405 -0.790 0.1111
H 2.44092 -0.81618 0.13249 0.696 0.898 0.173 0.0622
H 1.68149 0.99585 -1.18619 0.929 -0.384 0.041 0.0875
H 0.44996 0.11773 -2.12502 0.205 0.194 0.505 0.1124
H 0.20377 1.57311 -1.22167 -1.981 2.264 -0.010 0.0427
```
Positions in Å, forces in eV/Å.

=====

Below is a 2-piece molecular cluster, C5H11NO overall in a non-equilibrium geometry, with properties calculated with ωB97M-V/def2-TZVPD.

The value obtained for the energy relative to the best compared isomer or geometry (same formula, charge and spin) is 40.6 kcal per mole. Its structure (SMILES) is C=C/C(N)=C/C.O. The value obtained for the energy is -8899.93565 eV. The HOMO-LUMO gap is 9.1 eV. The value obtained for the LUMO energy is 0.865 eV. The value obtained for the HOMO energy is -8.26 eV.

Structure (XYZ):
```
18
Properties=species:S:1:pos:R:3:forces:R:3:lowdin_charge:R:1
C -2.42130 -0.27675 -0.11337 -0.422 0.752 -0.802 0.0179
C -1.29996 -0.17988 0.56156 0.780 -0.294 0.341 -0.1670
C 0.05122 -0.38713 0.00638 -0.165 0.186 -0.047 -0.3805
N 0.21304 -0.17278 -1.37709 0.422 -0.182 0.241 0.1004
C 1.04518 -0.67976 0.85418 -0.207 -0.448 0.037 -0.1214
C 2.46126 -1.05481 0.50843 -0.805 0.678 0.412 -0.0821
H -2.38700 -0.38291 -1.19120 -0.278 -0.264 -0.004 0.0553
H -3.37157 -0.01926 0.32461 -0.142 -0.243 0.088 0.0641
H -1.31263 0.04799 1.61406 -0.075 -0.067 0.273 0.1062
H 1.08561 -0.57271 -1.68982 -0.058 0.099 -0.267 0.0683
H -0.53575 -0.49755 -1.96865 -0.126 -0.021 0.140 0.0744
H 0.71169 -0.79794 1.87700 0.269 0.129 0.170 0.0982
H 3.15120 -0.43075 1.07988 0.131 -0.022 -0.158 0.0738
H 2.60263 -0.87311 -0.54988 0.533 -0.250 -0.135 0.0531
H 2.64796 -2.08821 0.78915 0.125 -0.153 -0.232 0.0746
O -1.26177 2.91285 -0.20301 0.260 -0.208 -0.043 -0.0611
H -0.92571 2.02617 -0.39914 -0.249 0.088 -0.032 -0.0069
H -0.45411 3.42655 -0.12306 0.007 0.220 0.018 0.0328
```
Positions in Å, forces in eV/Å.